w | 2 unconnected molecules or ions with the total composition C3H12NOS, computed with ωB97M-V with the def2-TZVPD basis set.

Positions of all 18 atoms, in Å:
C 0.02 -0.11 -1.12
C 1.08 -1.16 -0.76
C 2.32 -0.63 -0.04
S 1.92 0.68 1.17
N -1.07 -0.05 -0.03
H -0.51 -0.47 -1.99
H 0.35 0.93 -1.20
H 0.55 -2.04 -0.38
H 1.31 -1.54 -1.76
H 2.95 -1.36 0.45
H 2.91 -0.20 -0.85
H 2.58 1.69 0.59
H -1.98 0.14 -0.47
H -0.97 0.65 0.70
H -1.15 -0.96 0.41
H -4.17 1.18 1.53
H -2.94 2.03 2.08
O -3.22 1.21 1.67

Properties
Charge ... +1
Multiplicity ... 1
Gap between HOMO and LUMO ... 9.94 eV

---

x | 2 unconnected molecules or ions with the total composition C3H12NOS, computed with ωB97M-V with the def2-TZVPD basis set.

Positions of all 18 atoms, in Å:
C 0.60 0.14 -0.73
C -0.44 -0.83 0.14
C -0.94 -0.32 1.44
S -1.90 1.28 1.67
N 0.36 -0.28 -2.20
H 1.60 -0.10 -0.69
H 0.23 1.17 -0.84
H -1.24 -1.11 -0.57
H 0.17 -1.69 0.21
H -1.92 -0.85 1.41
H -0.23 -0.34 2.35
H -2.46 1.16 0.51
H 0.39 0.61 -2.84
H -0.57 -0.58 -2.38
H 0.99 -1.09 -2.60
H 4.13 -1.69 -0.70
H 3.99 -0.28 -1.47
O 3.44 -0.97 -1.11

Properties
Charge ... +1
Multiplicity ... 1
Gap between HOMO and LUMO ... 8.42 eV

---

Energies relative to the minimum, kcal/mol: w 0.0; x 49.5

---

w | 2 unconnected molecules or ions with the total composition C3H12NOS, computed with ωB97M-V with the def2-TZVPD basis set.

Positions of all 18 atoms, in Å:
C 0.30 0.32 -0.06
C 0.25 -0.84 0.97
C 0.32 -0.49 2.42
S -0.20 -1.97 3.51
N -0.60 0.26 -1.34
H 1.35 0.55 -0.38
H -0.14 1.25 0.43
H -0.52 -1.52 0.78
H 1.11 -1.55 0.79
H 1.29 -0.21 2.62
H -0.51 0.18 2.66
H -0.95 -1.48 4.40
H -1.02 -0.75 -1.44
H -0.18 0.50 -2.38
H -1.31 0.95 -1.17
H 0.21 1.03 -4.48
H 0.32 2.39 -3.69
O 0.28 1.39 -3.64

Properties
Charge ... +1
Multiplicity ... 1
Gap between HOMO and LUMO ... 8.65 eV

---

x | 2 unconnected molecules or ions with the total composition C3H12NOS, computed with ωB97M-V with the def2-TZVPD basis set.

Positions of all 18 atoms, in Å:
C -1.48 -1.22 -0.08
C -0.33 -0.32 0.30
C -0.43 1.11 -0.16
S 0.94 2.04 0.55
N -0.18 -0.35 1.83
H -1.71 -1.10 -1.13
H -2.38 -1.00 0.51
H -1.22 -2.27 0.07
H 0.62 -0.73 -0.06
H -0.36 1.09 -1.24
H -1.41 1.53 0.11
H 0.78 3.20 -0.09
H -0.92 0.20 2.27
H -0.21 -1.32 2.17
H 0.70 0.09 2.12
H 3.01 0.31 -2.45
H 2.26 -1.01 -2.65
O 2.33 -0.25 -2.06

Properties
Charge ... +1
Multiplicity ... 1
Gap between HOMO and LUMO ... 9.84 eV

---

Energies relative to the minimum, kcal/mol: w 31.2; x 0.0

---

w | A single C2F3N molecule, computed with ωB97M-V with the def2-TZVPD basis set.

Positions of all 6 atoms, in Å:
C 1.14 0.31 -0.36
C -0.14 0.40 0.21
N -0.57 -0.84 0.18
F 1.98 -0.57 0.08
F -0.86 1.49 0.04
F -1.92 -0.92 -0.12

Properties
Multiplicity ... 1
Gap between HOMO and LUMO (alpha / beta) ... 8.73 / 8.73 eV

---

x | 2 unconnected molecules or ions with the total composition C2F3N, computed with ωB97M-V with the def2-TZVPD basis set.

Positions of all 6 atoms, in Å:
C -2.17 -0.05 -0.90
C 1.90 0.06 1.20
N -1.70 0.94 -0.61
F -2.64 -1.09 -1.37
F 2.66 0.84 0.48
F 2.65 -1.06 1.25

Properties
Multiplicity ... 1
Gap between HOMO and LUMO ... 11.53 eV

---

Energies relative to the minimum, kcal/mol: w 53.3; x 0.0